# 1
114
Properties=species:S:1:pos:R:3:mulliken_charge:R:1 method="wB97M-V/def2-TZVPD" largest_force_ev_per_a=2.03 energy_ha=-8257.0352 total_charge=-2 spin_multiplicity=1
Bi -0.28 -1.29 0.82 1.530
C -3.22 0.53 0.92 -0.822
P -1.60 1.18 0.24 0.975
C -2.19 2.17 -1.18 0.503
C -3.22 3.09 -1.01 -0.849
C -3.71 3.81 -2.09 -0.856
C -3.16 3.62 -3.35 -0.729
C -2.12 2.73 -3.53 -0.771
C -1.63 2.01 -2.45 0.040
C -1.24 2.57 1.38 0.536
C -0.21 3.44 1.01 -0.428
C 0.10 4.55 1.77 -0.618
C -0.64 4.83 2.92 -0.695
C -1.66 3.97 3.29 -0.685
C -1.96 2.84 2.54 -0.120
C -2.94 -0.14 2.23 -0.452
C -3.65 -0.11 3.41 -0.860
C -2.80 -0.62 4.42 -1.493
C -1.60 -0.94 3.83 -0.106
C -0.31 -1.40 4.44 -0.780
P 1.05 -0.99 3.26 1.701
C 2.43 -2.05 3.77 -0.131
C 3.12 -2.76 2.80 0.631
C 4.18 -3.59 3.14 -0.661
C 4.56 -3.69 4.47 -0.630
C 3.88 -2.98 5.45 -0.772
C 2.81 -2.16 5.11 -0.646
C 1.63 0.64 3.83 0.492
C 0.83 1.53 4.52 -0.401
C 1.34 2.75 4.93 -0.665
C 2.64 3.12 4.60 -0.778
C 3.43 2.24 3.87 -0.604
C 2.94 1.01 3.50 -0.397
N -1.68 -0.65 2.49 1.803
H -3.97 1.32 1.04 0.533
H -3.59 -0.16 0.16 0.029
H -3.64 3.26 -0.02 0.305
H -4.51 4.52 -1.94 0.402
H -3.55 4.17 -4.20 0.427
H -1.68 2.59 -4.51 0.441
H -0.79 1.34 -2.57 0.457
H 0.34 3.24 0.10 0.333
H 0.90 5.20 1.48 0.470
H -0.41 5.70 3.51 0.386
H -2.24 4.18 4.18 0.429
H -2.75 2.18 2.87 0.144
H -4.67 0.24 3.53 0.577
H -3.05 -0.75 5.47 0.485
H -0.14 -0.92 5.40 0.711
H -0.30 -2.49 4.60 -0.276
H 2.84 -2.65 1.76 -0.518
H 4.71 -4.14 2.37 0.516
H 5.38 -4.33 4.75 0.386
H 4.18 -3.05 6.49 0.386
H 2.28 -1.60 5.87 0.340
H -0.20 1.28 4.75 0.184
H 0.72 3.43 5.49 0.454
H 3.03 4.07 4.92 0.367
H 4.44 2.52 3.60 0.463
H 3.56 0.32 2.94 0.195
S 0.48 -3.87 -0.37 -0.089
C 2.09 -4.60 -0.46 0.484
C 2.05 -6.01 -0.47 -0.194
N 1.92 -7.16 -0.51 -0.651
C 3.24 -3.88 -0.67 0.344
S 3.41 -2.20 -0.81 -0.210
C 4.47 -4.62 -0.76 -0.130
N 5.49 -5.14 -0.82 -0.604
I -0.19 -4.19 1.97 0.140
I -0.80 -5.16 4.77 -0.574
Br 4.88 4.90 -2.21 -0.221
C 4.62 3.31 -1.20 -0.089
C 5.70 2.72 -0.56 -0.441
N 5.57 1.63 0.17 -0.734
C 4.36 1.08 0.30 0.064
C 3.23 1.61 -0.32 0.689
C 3.36 2.75 -1.09 -0.685
C 1.87 0.97 -0.18 -0.358
O 1.02 1.24 -1.04 -0.454
O 1.70 0.22 0.83 -0.292
H 6.70 3.13 -0.65 0.381
H 4.29 0.18 0.88 0.662
H 2.50 3.17 -1.59 0.512
O -3.63 -0.94 -9.57 -0.701
S -3.87 0.18 -8.68 1.201
O -4.79 -0.09 -7.59 -0.672
O -4.08 1.46 -9.33 -0.699
C -2.24 0.33 -7.87 0.040
N -1.23 0.86 -8.56 -0.521
C -0.05 0.90 -7.95 -0.402
C 0.15 0.44 -6.66 -0.578
C -0.96 -0.11 -6.03 -0.005
N -2.14 -0.17 -6.65 -0.297
C -0.93 -0.61 -4.64 1.235
C 0.25 -0.92 -3.96 -0.983
C 0.19 -1.29 -2.63 0.059
N -0.95 -1.39 -1.95 0.919
C -2.08 -1.14 -2.62 -0.568
C -2.13 -0.76 -3.94 -1.091
H 0.77 1.33 -8.52 0.415
H 1.11 0.54 -6.17 0.397
H 1.22 -0.87 -4.45 0.440
H 1.11 -1.52 -2.10 -0.381
H -3.00 -1.25 -2.04 0.115
H -3.06 -0.55 -4.46 0.719
C -4.83 -2.65 -0.52 -1.246
Te -2.94 -3.06 0.47 1.040
C -2.63 -4.72 -0.87 -1.193
H -4.73 -2.72 -1.60 0.428
H -5.19 -1.66 -0.25 0.315
H -5.56 -3.39 -0.18 0.388
H -3.61 -5.12 -1.14 0.423
H -2.05 -5.49 -0.37 0.405
H -2.12 -4.39 -1.77 0.358

# 2
55
Properties=species:S:1:pos:R:3:nbo_charge:R:1 method="wB97M-V/def2-TZVPD" largest_force_ev_per_a=0.34 energy_ha=-2224.5672 total_charge=+1 spin_multiplicity=1
C 4.02 1.73 1.06 -0.762
S 2.36 1.90 1.71 0.720
Cl 1.38 0.39 0.93 0.018
H 4.35 2.73 0.74 0.279
H 4.64 1.37 1.87 0.276
H 4.01 1.05 0.21 0.283
H 1.91 2.86 0.87 0.187
F 0.01 -3.00 -4.97 -0.319
C -0.19 -1.79 -4.40 0.406
C 0.43 -1.52 -3.20 -0.295
C 0.23 -0.28 -2.62 -0.189
C -0.58 0.66 -3.23 -0.239
C -1.19 0.36 -4.44 -0.181
C -1.00 -0.88 -5.04 -0.274
H 1.06 -2.28 -2.74 0.231
H 0.71 -0.06 -1.68 0.180
H -0.74 1.63 -2.77 0.215
H -1.83 1.09 -4.92 0.224
H -1.47 -1.13 -5.98 0.240
F -0.67 2.66 -0.02 -0.375
C -1.94 2.13 -0.03 0.373
C -2.99 2.93 -0.43 -0.288
C -4.26 2.37 -0.43 -0.175
C -4.45 1.05 -0.03 -0.233
C -3.37 0.28 0.38 -0.109
C -2.10 0.83 0.38 -0.306
H -2.81 3.95 -0.73 0.237
H -5.10 2.96 -0.74 0.229
H -5.44 0.62 -0.03 0.229
H -3.51 -0.74 0.70 0.217
H -1.22 0.30 0.71 0.203
F -2.60 1.35 3.62 -0.329
C -2.15 2.48 4.21 0.398
C -1.60 3.46 3.41 -0.314
C -1.13 4.62 4.02 -0.187
C -1.23 4.78 5.40 -0.233
C -1.80 3.77 6.17 -0.178
C -2.27 2.61 5.57 -0.282
H -1.53 3.32 2.34 0.222
H -0.69 5.41 3.42 0.213
H -0.87 5.68 5.87 0.224
H -1.88 3.90 7.24 0.226
H -2.72 1.82 6.16 0.238
F 5.36 -6.54 -0.02 -0.322
C 4.35 -6.07 -0.79 0.402
C 3.05 -6.37 -0.42 -0.287
C 2.02 -5.89 -1.21 -0.190
C 2.30 -5.12 -2.34 -0.244
C 3.61 -4.84 -2.68 -0.193
C 4.65 -5.32 -1.90 -0.289
H 2.86 -6.98 0.45 0.234
H 0.99 -6.11 -0.95 0.219
H 1.49 -4.76 -2.96 0.220
H 3.83 -4.26 -3.56 0.219
H 5.69 -5.12 -2.15 0.232

Computed energy above the lowest of the compared OMol25 structures with the same formula, charge and spin, in the same sequence as the records: 0.654 0.000 eV.
Computed LUMO energy, in the same sequence as the records: 2.75 -5.35 eV.